123
Properties=species:S:1:pos:R:3 method="wB97M-V/def2-TZVPD" gap_ev=9.12 fmax_ev_per_a=2.9 de_lowest_kj_mol=0.0 homo_energy_ha=-0.3362
K 0.830 -0.027 -0.063
B -0.301 0.804 -2.928
F 0.879 1.199 -2.351
F -1.298 1.591 -2.374
F -0.240 0.828 -4.328
F -0.560 -0.479 -2.505
C -3.421 0.328 -5.163
C -3.913 -0.555 -3.966
O -2.947 -1.569 -3.690
H -3.432 -0.125 -6.154
H -2.432 0.744 -4.970
H -4.143 1.136 -5.281
H -4.825 -1.099 -4.213
H -4.013 0.058 -3.071
H -2.220 -1.032 -3.365
C 1.474 4.503 -0.098
C 0.401 3.494 0.308
O 1.086 2.569 1.142
H 2.232 3.967 -0.670
H 1.978 4.921 0.772
H 1.079 5.255 -0.782
H -0.052 2.938 -0.513
H -0.381 4.023 0.852
H 1.327 3.044 1.942
C -1.073 -4.809 1.947
C -1.389 -6.055 1.114
O -2.132 -6.958 1.918
H -1.951 -4.297 2.343
H -0.496 -4.052 1.417
H -0.463 -5.068 2.812
H -0.460 -6.555 0.842
H -1.913 -5.735 0.214
H -2.261 -7.727 1.357
C 1.080 2.324 4.644
C 1.786 3.636 4.644
O 1.759 4.062 3.307
H 0.053 2.566 4.372
H 1.067 1.888 5.643
H 1.481 1.613 3.921
H 2.812 3.478 4.977
H 1.276 4.286 5.356
H 2.465 4.695 3.162
C 3.598 -1.925 -3.538
C 2.820 -0.953 -4.445
O 2.885 -1.449 -5.780
H 3.184 -2.931 -3.611
H 3.666 -1.583 -2.505
H 4.649 -1.954 -3.823
H 3.317 0.017 -4.449
H 1.775 -0.882 -4.146
H 2.020 -1.267 -6.154
C -3.480 3.003 -0.192
C -3.485 3.319 1.297
O -3.002 2.263 2.036
H -4.094 2.144 -0.461
H -2.467 2.759 -0.509
H -3.807 3.873 -0.761
H -4.526 3.312 1.619
H -3.055 4.245 1.677
H -3.135 2.508 2.954
C 1.173 -1.421 3.092
C 2.572 -0.836 3.071
O 2.796 -0.115 1.908
H 0.973 -2.208 2.364
H 0.464 -0.620 2.884
H 0.851 -1.720 4.089
H 3.327 -1.603 3.245
H 2.704 -0.153 3.910
H 3.546 0.464 2.058
C -2.993 4.115 -4.175
C -1.475 4.226 -4.116
O -1.194 4.379 -2.739
H -3.462 5.032 -3.818
H -3.429 3.270 -3.642
H -3.240 3.864 -5.206
H -1.101 5.050 -4.724
H -0.927 3.329 -4.403
H -1.059 3.471 -2.458
C 2.863 -4.012 1.034
C 2.818 -3.295 -0.280
O 1.524 -2.803 -0.487
H 3.766 -4.620 1.082
H 2.051 -4.739 1.065
H 2.850 -3.331 1.885
H 3.152 -3.914 -1.112
H 3.478 -2.429 -0.229
H 1.009 -3.596 -0.658
C -0.650 -3.869 -2.879
C 0.391 -5.048 -2.945
O 0.837 -5.205 -1.642
H -1.148 -3.615 -3.815
H -0.106 -2.929 -2.792
H -1.355 -3.965 -2.053
H 1.168 -4.735 -3.643
H 0.006 -5.971 -3.379
H 1.103 -6.117 -1.501
C -2.568 -2.064 -0.174
C -2.851 -0.620 0.170
O -2.051 -0.303 1.294
H -3.170 -2.335 -1.041
H -2.787 -2.727 0.663
H -1.516 -2.191 -0.433
H -3.893 -0.424 0.423
H -2.531 0.035 -0.641
H -2.299 0.579 1.582
C -2.099 0.297 4.839
C -2.525 1.513 5.642
O -3.524 2.196 4.901
H -2.866 -0.478 4.826
H -1.159 -0.137 5.178
H -1.968 0.583 3.795
H -1.701 2.178 5.901
H -2.907 1.244 6.626
H -4.368 1.738 4.897
C 5.304 1.980 0.252
C 5.232 2.464 1.713
O 4.911 1.365 2.599
H 5.692 2.739 -0.427
H 4.317 1.625 -0.046
H 5.948 1.104 0.179
H 4.530 3.298 1.739
H 6.232 2.790 1.998
H 5.727 0.912 2.821